# 1
DFT (ωB97M-V/def2-TZVPD) results for a 8-piece molecular cluster, C36H84N4O4 overall in a non-equilibrium geometry.

Cartesian coordinates (Å):
C1 8.604 -18.983 -14.504
C2 8.168 -20.464 -14.648
N1 7.347 -20.919 -13.502
C3 7.267 -22.369 -13.368
C4 6.339 -22.996 -14.434
C5 6.110 -20.126 -13.365
C6 5.424 -20.382 -12.065
H1 7.858 -18.277 -14.870
H2 9.506 -18.895 -15.110
H3 8.994 -18.809 -13.502
H4 7.548 -20.626 -15.530
H5 9.061 -21.089 -14.659
H6 8.309 -22.687 -13.404
H7 6.983 -22.686 -12.365
H8 5.309 -22.677 -14.596
H9 6.885 -22.924 -15.375
H10 6.278 -24.058 -14.200
H11 5.347 -20.270 -14.130
H12 6.269 -19.048 -13.369
H13 5.100 -21.422 -12.010
H14 4.549 -19.745 -11.941
H15 6.177 -20.137 -11.316
C7 18.579 -14.879 -19.201
C8 17.211 -14.159 -18.986
N2 17.129 -13.168 -17.880
C9 17.757 -13.560 -16.615
C10 17.413 -14.911 -15.938
C11 15.863 -12.547 -17.632
C12 15.453 -11.677 -18.779
H16 19.200 -14.282 -19.868
H17 18.305 -15.729 -19.825
H18 18.998 -15.307 -18.290
H19 16.988 -13.560 -19.869
H20 16.381 -14.858 -18.886
H21 18.799 -13.780 -16.851
H22 17.760 -12.759 -15.876
H23 16.391 -14.912 -15.560
H24 17.461 -15.825 -16.530
H25 17.998 -15.041 -15.027
H26 15.854 -11.927 -16.735
H27 15.140 -13.332 -17.410
H28 16.119 -10.814 -18.775
H29 14.438 -11.408 -18.486
H30 15.450 -12.230 -19.718
C13 -0.111 -20.364 -7.626
C14 -0.276 -18.874 -7.890
N3 -0.605 -18.450 -9.310
C15 -1.743 -19.210 -9.953
C16 -2.977 -19.088 -9.090
C17 -0.790 -17.005 -9.459
C18 0.501 -16.165 -9.357
H31 0.541 -20.756 -8.406
H32 -1.009 -20.943 -7.841
H33 0.227 -20.681 -6.640
H34 -1.043 -18.632 -7.154
H35 0.595 -18.376 -7.466
H36 -1.905 -18.935 -10.995
H37 -1.354 -20.228 -9.994
H38 -3.303 -18.065 -8.905
H39 -3.807 -19.568 -9.607
H40 -2.900 -19.661 -8.165
H41 -1.504 -16.571 -8.759
H42 -1.356 -16.877 -10.382
H43 1.166 -16.492 -10.157
H44 0.863 -16.302 -8.338
H45 0.398 -15.099 -9.556
C19 4.623 -19.186 -20.641
C20 3.231 -18.789 -21.216
N4 2.708 -17.561 -20.575
C21 2.404 -17.764 -19.137
C22 1.990 -16.498 -18.418
C23 1.475 -17.122 -21.192
C24 1.589 -16.855 -22.750
H46 4.559 -19.930 -19.847
H47 5.097 -18.259 -20.316
H48 5.262 -19.623 -21.408
H49 3.532 -18.423 -22.198
H50 2.556 -19.644 -21.183
H51 3.350 -18.131 -18.737
H52 1.694 -18.520 -18.803
H53 2.671 -15.651 -18.493
H54 1.917 -16.810 -17.376
H55 0.988 -16.152 -18.672
H56 0.723 -17.833 -20.851
H57 1.241 -16.135 -20.792
H58 1.457 -17.802 -23.272
H59 0.685 -16.276 -22.943
H60 2.568 -16.446 -22.999
C25 14.052 -17.444 -9.431
C26 12.802 -16.539 -9.356
C27 11.511 -16.979 -8.545
O1 12.806 -15.423 -9.909
H61 14.796 -17.040 -10.116
H62 13.744 -18.339 -9.970
H63 14.547 -17.667 -8.486
H64 10.932 -16.071 -8.380
H65 11.675 -17.489 -7.595
H66 10.896 -17.628 -9.167
C28 5.263 -11.754 -21.560
C29 5.831 -12.622 -22.639
C30 6.662 -13.791 -22.227
O2 5.684 -12.232 -23.800
H67 4.201 -11.858 -21.338
H68 5.636 -10.754 -21.777
H69 5.737 -12.071 -20.631
H70 6.131 -14.470 -21.560
H71 7.531 -13.379 -21.715
H72 6.999 -14.350 -23.100
C31 6.793 -12.627 -13.284
C32 7.684 -11.805 -14.103
C33 9.209 -11.904 -13.913
O3 7.268 -11.077 -14.987
H73 5.865 -12.802 -13.828
H74 6.475 -12.194 -12.336
H75 7.159 -13.616 -13.007
H76 9.456 -11.682 -12.875
H77 9.826 -11.286 -14.566
H78 9.584 -12.909 -14.107
C34 8.389 -5.790 -11.844
C35 7.406 -4.746 -11.360
C36 7.670 -3.341 -11.834
O4 6.647 -4.958 -10.462
H79 8.688 -5.571 -12.868
H80 7.823 -6.715 -11.732
H81 9.298 -5.830 -11.244
H82 7.290 -3.354 -12.855
H83 8.733 -3.128 -11.952
H84 7.188 -2.583 -11.216

Calculated values
highest occupied orbital energy = -7.98 eV
relative energy (zero: lowest compared OMol25 entry of this formula, charge and spin) = 87.9 kcal/mol
DFT total energy = -1941.8218 hartree
E_LUMO = 0.3 eV
SMILES string = CCN(CC)CC.CCN(CC)CC.CCN(CC)CC.CCN(CC)CC.CC(C)=O.CC(C)=O.CC(C)=O.CC(C)=O
orbital gap = 0.30465 Eh

Here are the Mulliken charges for atoms 1 to 8, given in e: C -1.3440; C -0.5146; N 0.0508; C -0.8203; C -1.0075; C -0.2433; C -1.4355; H 0.3450

=====

# 2
DFT (ωB97M-V/def2-TZVPD) results for one molecule with the formula C5H7N in a non-equilibrium geometry.

Cartesian coordinates (Å):
C1 1.609 0.076 -0.117
C2 0.856 1.336 -0.095
C3 -1.081 -0.328 -0.748
C4 -1.019 -0.422 0.814
C5 -0.463 0.747 0.062
N1 1.680 -1.105 0.072
H1 1.184 1.908 0.761
H2 1.028 1.937 -0.895
H3 -0.492 -0.933 -1.338
H4 -1.866 0.021 -1.305
H5 -1.967 -0.314 1.151
H6 -0.369 -1.256 1.173
H7 0.901 -1.666 0.467

Calculated values
highest occupied orbital energy (spin up / spin down) = -7.51 / -7.22 eV
relative energy (zero: lowest compared OMol25 entry of this formula, charge and spin) = 131.3 kcal/mol
DFT total energy = -249.2640 hartree
E_LUMO (spin up / spin down) = 0.6 / 0.5 eV
orbital gap (spin up / spin down) = 0.29975 / 0.28511 Eh

Here are the natural (NBO) charges for atoms 1 to 8, given in e: C 0.4209; C -0.5091; C -0.4675; C -0.4283; C -0.0663; N -0.6062; H 0.2546; H 0.2428